Record 1
C11H21N11OPt | the ωB97M-V functional and the def2-TZVPD basis

Last column: natural (NBO) charge in e.
Element x y z (Å)
Pt -0.84014 -0.67390 -0.41636  0.7848
N 1.76874 0.91779 0.79625  -0.7082
C 2.24650 1.60737 -0.45677  -0.0472
C 1.20834 2.59291 -0.97509  -0.4559
C 0.05481 1.99168 -1.77163  -0.0581
N -0.93876 1.33146 -0.87956  -0.7903
C 0.50660 1.01582 -2.85982  -0.4323
C 1.51649 -0.01912 -2.36792  -0.0552
N 0.83103 -1.11682 -1.60503  -0.7900
C 2.64994 0.61499 -1.54519  -0.4495
H 1.46059 1.57144 1.54295  0.4761
H 2.49163 0.30490 1.17740  0.4349
H 0.91766 0.35085 0.64603  0.4299
H 3.12401 2.16462 -0.13100  0.2491
H 1.73591 3.27135 -1.64936  0.2633
H 0.82788 3.22104 -0.16560  0.2679
H -0.45467 2.82989 -2.25020  0.2431
H -1.83721 1.30910 -1.36602  0.4251
H -1.11018 1.88820 -0.03620  0.4641
H 0.94653 1.58002 -3.68276  0.2617
H -0.36607 0.50412 -3.27502  0.2363
H 1.99764 -0.48761 -3.22757  0.2387
H 1.54034 -1.59894 -1.05560  0.4028
H 0.47981 -1.82448 -2.25200  0.4290
H 3.24704 1.18948 -2.25723  0.2729
H 3.32873 -0.15220 -1.15930  0.2303
N -1.98514 -5.61712 -1.25401  -0.5663
N -1.56913 -4.56055 -0.49768  0.2194
N -1.69527 -4.56237 0.81045  -0.2090
C -1.29017 -3.34662 1.12815  0.1781
N -0.92868 -2.66773 0.03189  -0.3570
N -1.12950 -3.46608 -1.01864  -0.0684
H -1.97891 -6.45701 -0.68647  0.4188
H -1.43889 -5.68786 -2.10330  0.4058
H -1.23353 -2.97199 2.13606  0.2533
N -0.68774 2.80189 3.97841  -0.7650
C -0.96471 2.11408 2.87248  0.6925
O -0.53133 2.44922 1.74341  -0.7878
C -1.77340 0.89918 3.02225  -0.5246
C -2.12322 0.36174 4.28977  0.2365
N -2.34580 -0.04913 5.34086  -0.2483
C -2.14298 0.32498 1.85689  0.5231
N -2.35807 -0.09570 0.77274  -0.5798
H -0.11057 3.62442 3.92058  0.4233
H -1.04614 2.52272 4.87871  0.4325

Relative energy (zero: lowest compared OMol25 entry of this formula, charge and spin) ... 0.0 kcal per mole
Total charge ... +2
Multiplicity ... 1
LUMO ... -6.06 eV
HOMO level ... -14.28 eV

=====

Record 2
C59H50N6O6P2Sr | the ωB97M-V functional and the def2-TZVPD basis

Last column: Löwdin charge in e.
Element x y z (Å)
Sr 0.48474 0.48021 -0.46681  1.2280
C 5.60707 -1.17477 1.29512  -0.0131
C 4.95497 0.04444 1.85812  -0.3710
N 3.74754 0.45595 1.56294  0.1883
C 3.52694 1.58876 2.29172  -0.1441
C 4.63484 1.87110 3.06131  -0.0981
N 5.52849 0.87531 2.76609  0.1571
C 5.04927 2.88030 4.06667  -0.5116
O 4.19799 3.82612 4.36164  0.1101
O 6.15550 2.79373 4.57621  0.0471
C 2.17973 2.26111 2.23825  -0.5902
O 2.04153 3.30921 2.91961  0.0000
O 1.26470 1.70274 1.59345  -0.1663
H 4.84459 -1.75182 0.77166  0.0412
H 6.03380 -1.79539 2.08772  0.0711
H 6.41045 -0.90960 0.59897  0.0720
H 6.44346 0.82683 3.18201  0.1548
H 3.31549 3.67962 3.84664  0.0847
C -6.49149 -2.90111 2.05754  -0.0276
C -5.01519 -3.30375 1.90325  -0.4325
C -4.86121 -4.80227 2.22021  -0.0342
C -4.56982 -3.03666 0.46638  -0.1127
C -5.15424 -3.74790 -0.58534  -0.0675
C -4.76416 -3.52211 -1.89121  -0.0989
C -3.80812 -2.54140 -2.17187  -0.0870
C -3.21824 -1.76768 -1.18131  -0.1714
P -1.91837 -0.22449 -1.36990  0.9346
C -3.22452 1.03347 -1.58759  -0.3206
C -4.39724 1.28766 -0.91207  -0.1575
C -4.96018 2.57147 -0.81618  -0.1862
C -4.17689 3.67586 -1.29301  -0.1944
C -2.98319 3.55882 -1.93329  -0.1171
C -2.40790 2.18236 -2.24422  -0.2968
C -1.46372 -0.68846 -3.12909  -0.3211
C -0.22241 -1.28535 -3.38235  -0.0991
C 0.19490 -1.58072 -4.67971  -0.1082
C -0.62360 -1.27229 -5.75826  -0.1209
C -1.86531 -0.68737 -5.52319  -0.0969
C -2.28030 -0.40803 -4.22412  -0.1128
C -3.60627 -2.08939 0.13427  -0.1835
O -2.94063 -1.38228 1.13633  -0.0117
C -3.16027 -1.63088 2.45355  -0.1981
C -2.30566 -0.97267 3.36100  -0.2324
C -2.53562 -1.16737 4.71485  -0.0816
C -3.56050 -1.98591 5.17150  -0.0879
C -4.35132 -2.65338 4.25275  -0.0483
C -4.16055 -2.50500 2.88095  -0.0977
P -0.84063 0.04006 2.72432  1.1731
C 0.49622 -1.15098 3.17905  -0.3363
C 0.31006 -2.49537 2.84599  -0.0934
C 1.33716 -3.41484 2.98294  -0.0973
C 2.58264 -3.01108 3.44719  -0.1010
C 2.78972 -1.67706 3.76288  -0.0896
C 1.75753 -0.75496 3.62089  -0.1029
C -0.79462 1.34328 4.01940  -0.3541
C -0.19811 1.25828 5.27456  -0.1071
C -0.24511 2.33089 6.15902  -0.0907
C -0.89730 3.50298 5.80166  -0.1009
C -1.50245 3.59715 4.55382  -0.0812
C -1.44342 2.52945 3.67043  -0.0798
H -7.11616 -3.45065 1.34894  0.0760
H -6.61095 -1.83414 1.86172  0.0964
H -6.85100 -3.10760 3.07051  0.0742
H -5.46589 -5.40748 1.54198  0.0709
H -5.17486 -5.02310 3.24372  0.0709
H -3.81828 -5.10354 2.10763  0.0968
H -5.92258 -4.48464 -0.37367  0.0962
H -5.21304 -4.09514 -2.69615  0.0875
H -3.53102 -2.37897 -3.20717  0.0833
H -4.89060 0.45985 -0.40110  0.0891
H -5.90321 2.73615 -0.31425  0.0397
H -4.54859 4.67947 -1.08962  0.0744
H -2.39419 4.44443 -2.16195  0.0718
H -2.33334 2.01651 -3.33027  0.0999
H 0.42605 -1.56404 -2.55440  0.0634
H 1.14904 -2.07390 -4.84230  0.0878
H -0.30416 -1.49427 -6.77061  0.0856
H -2.51440 -0.44980 -6.35804  0.0913
H -3.25084 0.03924 -4.03189  0.1090
H -1.89729 -0.67148 5.43551  0.0921
H -3.72752 -2.11299 6.23459  0.0923
H -5.13593 -3.31390 4.60760  0.1016
H -0.64715 -2.82912 2.45837  0.1043
H 1.17099 -4.44598 2.69664  0.0981
H 3.39256 -3.72725 3.53309  0.0932
H 3.76331 -1.33740 4.10109  0.0977
H 1.95800 0.28983 3.83722  0.0917
H 0.30903 0.35068 5.57468  0.0975
H 0.23463 2.24891 7.12751  0.0943
H -0.92548 4.34139 6.48811  0.0913
H -2.00532 4.50950 4.25839  0.0989
H -1.89451 2.61997 2.68713  0.1023
N 6.91076 -0.24013 -9.50115  0.1341
C 6.40100 0.03550 -8.51270  -0.1833
C 5.76247 0.39235 -7.24934  -0.2469
C 6.05425 1.59906 -6.64452  -0.0325
C 5.47543 1.93323 -5.42877  0.0004
C 4.60032 1.05388 -4.80899  -0.1721
C 4.28026 -0.14362 -5.43655  0.0154
C 4.86611 -0.47211 -6.64784  -0.0207
N 4.04152 1.36777 -3.55946  -0.0062
C 4.13294 2.57566 -2.85664  -0.0501
C 3.45573 2.37838 -1.70646  -0.1001
N 2.96304 1.08302 -1.65670  0.0490
C 3.31591 0.51631 -2.74853  -0.1399
H 6.74149 2.28458 -7.12280  0.1182
H 5.71850 2.87964 -4.96830  0.1033
H 3.56148 -0.81782 -4.99392  0.1032
H 4.61682 -1.40744 -7.13109  0.1224
H 4.62323 3.44783 -3.24961  0.1046
H 3.29993 3.07039 -0.89284  0.1182
H 3.10862 -0.51758 -2.98266  0.1256
C 0.30673 2.39545 -3.50950  -0.0792
O 0.26141 2.05296 -2.13243  -0.3588
C -1.08814 1.71211 -1.60928  -0.6080
C -1.09961 2.11271 -0.12047  -0.2552
H 1.35701 2.58327 -3.75351  0.0728
H -0.27452 3.29777 -3.70609  0.0909
H -0.07338 1.58843 -4.14023  0.0819
H -1.91412 2.78862 0.13210  0.0952
H -0.15906 2.58164 0.17602  0.0593
H -1.24691 1.18236 0.46381  -0.0575
N 2.68122 -2.67383 -0.23624  -0.1334
C 2.05143 -1.68581 -0.27170  -0.3997

Relative energy (zero: lowest compared OMol25 entry of this formula, charge and spin) ... 48.1 kcal per mole
Total charge ... -2
Multiplicity ... 1
LUMO ... 3.09 eV
HOMO level ... -0.25 eV

=====

Record 3
C58H84N9O2 | the ωB97M-V functional and the def2-TZVPD basis

Last column: Löwdin charge in e.
Element x y z (Å)
C -4.95079 0.29748 0.42434  -0.0987
C -3.53671 -0.19982 0.77771  -0.2669
C -2.91757 -1.00339 -0.36668  -0.2254
C -1.72639 -1.84614 0.08534  -0.2212
C -0.59622 -1.01185 0.68986  -0.2066
C -0.01338 0.04765 -0.26383  -0.1807
C 1.52591 0.05756 -0.37782  -0.1583
C 2.15278 1.44457 -0.12634  -0.1546
C 3.10821 1.38593 1.05517  -0.0811
N 3.47012 2.70922 1.68116  -0.1572
C 3.72301 3.80333 0.67468  -0.1386
O 2.48638 4.31026 0.33101  -0.1367
C 2.54862 5.06514 -0.89939  -0.1622
C 1.23341 5.80227 -1.11050  -0.2066
C 0.62622 5.54234 -2.48476  -0.0950
C 2.46409 3.14740 2.73307  -0.0011
C 0.99510 2.81169 2.49135  -0.3870
C 0.06208 3.85994 1.95725  -0.0201
N 0.65840 1.65054 2.84650  0.1948
O 4.63611 2.49005 2.48844  -0.0575
C 5.89875 2.37465 1.77751  -0.1258
C 6.82190 3.58797 1.93670  -0.3461
C 7.49180 3.90549 0.59860  -0.0548
C 7.84164 3.35044 3.05447  -0.1611
C 8.58575 4.62550 3.48878  -0.4158
C 9.98836 4.73924 2.86085  -0.0662
C 8.68498 4.68503 5.01028  -0.0849
H -5.10560 1.33172 0.72869  0.0423
H -5.71237 -0.30273 0.92694  0.0698
H -5.14034 0.22073 -0.64844  0.0704
H -3.58784 -0.82882 1.67261  0.1081
H -2.91898 0.66742 1.02713  0.0825
H -2.61666 -0.31884 -1.16704  0.1081
H -3.67775 -1.66271 -0.79595  0.1071
H -2.06960 -2.55008 0.85052  0.1043
H -1.34165 -2.42980 -0.75712  0.1109
H -0.99747 -0.52633 1.58526  0.0856
H 0.19580 -1.67495 1.04799  0.1080
H -0.34286 1.04052 0.05916  0.0924
H -0.45157 -0.08871 -1.25565  0.1086
H 1.93296 -0.66152 0.33959  0.1043
H 1.83361 -0.30212 -1.36008  0.1146
H 2.69201 1.78184 -1.01522  0.1187
H 1.36357 2.16479 0.06863  0.0839
H 4.05278 0.93237 0.76062  0.1347
H 2.69079 0.79157 1.86379  0.1266
H 4.35873 4.53747 1.16985  0.1514
H 4.24721 3.36535 -0.17927  0.1442
H 2.73681 4.36277 -1.72084  0.1286
H 3.39754 5.75493 -0.83934  0.1317
H 0.53731 5.49258 -0.32860  0.0919
H 1.38283 6.87511 -0.97810  0.1151
H 0.26887 4.51443 -2.58114  0.0772
H 1.34516 5.74809 -3.27947  0.0554
H -0.21917 6.20728 -2.65954  0.0795
H 2.79205 2.60890 3.61731  0.1450
H 2.61611 4.21367 2.87930  0.1429
H -0.85218 3.85920 2.55277  0.0906
H -0.20598 3.63810 0.92192  0.0814
H 0.49754 4.85638 1.98729  0.0788
H -0.33565 1.48118 2.67527  0.0589
H 5.71937 2.12604 0.73065  0.1046
H 6.36039 1.49196 2.22305  0.1432
H 6.22881 4.45197 2.24934  0.1302
H 6.79597 3.81427 -0.23848  0.0529
H 7.90709 4.91422 0.57740  0.0848
H 8.30055 3.20258 0.38798  0.0869
H 7.32004 2.91187 3.91177  0.1159
H 8.55980 2.59978 2.70557  0.1211
H 8.00313 5.48894 3.14557  0.1270
H 10.73919 4.97386 3.61689  0.0743
H 10.29272 3.80467 2.38484  0.0729
H 10.03947 5.52043 2.10102  0.0731
H 9.09065 5.64079 5.34435  0.0815
H 7.71181 4.53741 5.48355  0.0750
H 9.34724 3.89104 5.36775  0.0886
N -4.08493 2.34292 3.04549  0.0544
C -5.31610 2.81859 3.22022  -0.1533
C -6.03896 2.65900 4.39296  -0.0745
C -5.45466 1.96740 5.44209  -0.0830
C -4.17117 1.47211 5.27758  -0.0599
C -3.53577 1.68659 4.06433  -0.1601
H -5.74819 3.34553 2.37657  0.1066
H -7.03972 3.06181 4.47312  0.1067
H -5.99118 1.80962 6.36869  0.1073
H -3.67662 0.92120 6.06569  0.1060
H -2.53519 1.29827 3.89621  0.0896
N -3.18529 -6.31113 -1.97918  0.0562
C -3.06698 -5.40625 -1.00836  -0.1678
C -4.13555 -4.93333 -0.26646  -0.0873
C -5.40362 -5.42315 -0.54835  -0.0815
C -5.54243 -6.36487 -1.55165  -0.0860
C -4.40401 -6.77853 -2.23208  -0.1532
H -2.06168 -5.04353 -0.81891  0.0925
H -3.97812 -4.19882 0.51296  0.0875
H -6.26584 -5.07814 0.00847  0.1039
H -6.50532 -6.78888 -1.79689  0.0958
H -4.47679 -7.53026 -3.00922  0.0968
N 7.40524 2.10185 -2.28889  0.0432
C 7.46709 0.78522 -2.09450  -0.1633
C 7.97915 -0.10715 -3.02270  -0.0666
C 8.45574 0.39376 -4.22369  -0.0672
C 8.40020 1.76073 -4.44104  -0.0636
C 7.86856 2.56834 -3.44737  -0.1504
H 7.09180 0.42332 -1.14192  0.0944
H 8.00513 -1.16608 -2.80619  0.1051
H 8.86460 -0.26896 -4.97477  0.1108
H 8.76242 2.19711 -5.36142  0.1058
H 7.81408 3.64269 -3.58477  0.1041
N 2.11305 7.83210 -4.97869  0.0474
C 1.71867 7.92345 -6.24689  -0.1486
C 2.58761 7.86226 -7.32660  -0.0668
C 3.94053 7.70079 -7.07867  -0.0752
C 4.36661 7.60721 -5.76302  -0.0748
C 3.41646 7.67741 -4.75613  -0.1685
H 0.65437 8.05551 -6.40569  0.1054
H 2.20796 7.94332 -8.33565  0.1044
H 4.64989 7.65281 -7.89440  0.1077
H 5.41360 7.48788 -5.51955  0.0999
H 3.71730 7.61354 -3.71476  0.0957
N -6.10979 -9.52702 -1.13625  0.0574
C -6.49451 -9.53989 0.13746  -0.1582
C -7.33836 -10.49985 0.67520  -0.0761
C -7.81062 -11.50199 -0.15779  -0.0822
C -7.41893 -11.49991 -1.48649  -0.0688
C -6.56904 -10.49572 -1.92963  -0.1403
H -6.10510 -8.73919 0.75877  0.1012
H -7.61574 -10.46001 1.71980  0.0995
H -8.47226 -12.26953 0.22286  0.1042
H -7.76260 -12.26040 -2.17457  0.1016
H -6.23543 -10.46921 -2.96142  0.0729
N -8.73224 -2.70443 5.62804  0.0553
C -9.43006 -2.18488 6.63481  -0.1517
C -9.48308 -0.82593 6.91114  -0.0718
C -8.77089 0.04025 6.09784  -0.0871
C -8.03932 -0.48694 5.04574  -0.0796
C -8.05524 -1.86079 4.85412  -0.1544
H -9.97461 -2.89177 7.25069  0.1045
H -10.07075 -0.46136 7.74242  0.1018
H -8.78993 1.10788 6.28034  0.1011
H -7.46770 0.14838 4.38279  0.0839
H -7.49589 -2.30759 4.03910  0.1015
N -5.07841 -10.95122 -5.04818  0.0460
C -4.95131 -9.89639 -5.84995  -0.1543
C -3.96204 -9.78186 -6.81467  -0.0719
C -3.05403 -10.81900 -6.95442  -0.0786
C -3.17397 -11.92255 -6.12559  -0.0711
C -4.19938 -11.93997 -5.19217  -0.1476
H -5.67880 -9.10335 -5.71244  0.1038
H -3.90853 -8.90012 -7.43828  0.1011
H -2.26710 -10.76805 -7.69565  0.1053
H -2.48845 -12.75570 -6.19690  0.1017
H -4.32264 -12.78725 -4.52655  0.1055

Total charge ... +1
Multiplicity ... 1
LUMO ... -1.76 eV
HOMO level ... -10.18 eV

=====

Short version: F_max = 0.018 0.127 0.009 Eh/bohr, in the order given.